{
  "formula": "C46H82N2O23",
  "method": "wB97M-V/def2-TZVPD",
  "fmax_ha_per_bohr": 0.11920,
  "smiles": "CCCOC[C@H]1[C@@H](CCCCCCCCCCCCn2cccc2)NC(=O)[C@@H]1CC(=O)OC(C)=O.COC(=O)OC.COC(=O)OC.COC(=O)OC.COC(=O)OC.COC(=O)OC.COC(=O)OC",
  "relative_energy_kcal_mol": 216.6,
  "symbols": ["C", "C", "C", "O", "C", "C", "C", "C", "C", "C", "C", "C", "C", "C", "C", "C", "C", "C", "C", "N", "C", "C", "C", "C", "N", "C", "O", "C", "C", "C", "O", "O", "C", "C", "O", "H", "H", "H", "H", "H", "H", "H", "H", "H", "H", "H", "H", "H", "H", "H", "H", "H", "H", "H", "H", "H", "H", "H", "H", "H", "H", "H", "H", "H", "H", "H", "H", "H", "H", "H", "H", "H", "H", "H", "H", "H", "H", "H", "H", "H", "H", "C", "O", "C", "O", "O", "C", "H", "H", "H", "H", "H", "H", "C", "O", "C", "O", "O", "C", "H", "H", "H", "H", "H", "H", "C", "O", "C", "O", "O", "C", "H", "H", "H", "H", "H", "H", "C", "O", "C", "O", "O", "C", "H", "H", "H", "H", "H", "H", "C", "O", "C", "O", "O", "C", "H", "H", "H", "H", "H", "H", "C", "O", "C", "O", "O", "C", "H", "H", "H", "H", "H", "H"],
  "xyz": [[10.73922, 0.51448, 0.03064], [9.25660, 1.14911, 0.13760], [8.10390, 0.08318, 0.45110], [7.95473, -0.90040, -0.62918], [6.59919, -1.43002, -0.53415], [6.51842, -2.92491, -1.10200], [6.20057, -4.14450, -0.05746], [5.04718, -3.74005, 0.98225], [3.90859, -4.84850, 1.21916], [2.56700, -4.05551, 1.71004], [1.24986, -4.88433, 1.22280], [0.35126, -4.06656, 0.15711], [-0.76352, -5.10454, -0.43415], [-2.19737, -4.96704, 0.28070], [-3.01088, -3.65975, -0.18445], [-4.51823, -3.78559, 0.36173], [-5.61790, -3.09028, -0.58208], [-5.36605, -1.52117, -0.82819], [-6.14360, -0.55122, 0.19178], [-5.49344, 0.80917, 0.06725], [-4.94017, 1.32525, -1.17772], [-4.30281, 2.72767, -0.95435], [-4.55985, 2.97537, 0.57081], [-5.29615, 1.74186, 1.17847], [6.00180, -5.26582, -1.01475], [5.87764, -4.86416, -2.42068], [6.04402, -5.54688, -3.45796], [5.46454, -3.29707, -2.25343], [5.35071, -2.39340, -3.56527], [3.87895, -2.55267, -4.20467], [3.00390, -3.34484, -3.75409], [3.47696, -1.78143, -5.37152], [2.40153, -0.89203, -5.01815], [0.85723, -1.31901, -4.93729], [2.68500, 0.31687, -4.78156], [11.08811, 0.64250, -1.05998], [11.50947, 1.07340, 0.67207], [10.75917, -0.62059, 0.23258], [9.28940, 1.90771, 1.00958], [9.00927, 1.70563, -0.82934], [7.11777, 0.68531, 0.54370], [8.25571, -0.49692, 1.43565], [5.85911, -0.78293, -1.14579], [6.28035, -1.32179, 0.55922], [7.57959, -3.18876, -1.44648], [7.19049, -4.34652, 0.49963], [4.55096, -2.73331, 0.74531], [5.57041, -3.58937, 2.00592], [4.21080, -5.55051, 2.07969], [3.58706, -5.41496, 0.27240], [2.53600, -3.91363, 2.84745], [2.47116, -3.02019, 1.20445], [0.58749, -5.11373, 2.12856], [1.53254, -5.88150, 0.74328], [-0.26033, -3.23385, 0.67021], [0.97426, -3.65372, -0.71903], [-0.37583, -6.15925, -0.22448], [-0.86322, -5.00537, -1.57651], [-2.81376, -5.90898, 0.01922], [-2.00913, -4.98276, 1.41550], [-2.92056, -3.49312, -1.31167], [-2.52443, -2.75209, 0.34416], [-4.76623, -4.91499, 0.38613], [-4.62494, -3.35587, 1.43294], [-6.64033, -3.19575, -0.05504], [-5.66270, -3.61038, -1.60694], [-4.24381, -1.30120, -0.79806], [-5.78124, -1.27651, -1.88074], [-7.26317, -0.45037, -0.03467], [-6.03480, -0.94086, 1.27118], [-4.90751, 0.83756, -2.20925], [-3.78077, 3.36700, -1.73695], [-4.22030, 3.93686, 1.09354], [-5.60874, 1.60752, 2.26543], [5.36695, -6.03186, -0.75758], [4.46466, -3.41117, -1.69020], [5.55228, -1.29565, -3.30428], [6.08371, -2.76467, -4.37544], [0.31530, -0.50864, -4.32811], [0.33811, -1.32895, -5.96913], [0.68473, -2.31636, -4.40271], [-5.18468, 7.78450, -5.04930], [-4.64669, 6.46308, -5.02808], [-3.30520, 6.41153, -5.10291], [-2.56003, 7.35998, -5.18398], [-2.93645, 5.11928, -5.07350], [-1.52691, 4.91118, -5.14684], [-6.27043, 7.70587, -4.98452], [-4.82950, 8.35885, -4.19093], [-4.93065, 8.28898, -5.98449], [-1.02425, 5.37128, -4.29308], [-1.12802, 5.30079, -6.08613], [-1.34632, 3.83601, -5.11506], [-5.76974, 6.96112, 1.27948], [-5.46746, 7.30633, -0.07142], [-4.25846, 7.86787, -0.23854], [-3.45255, 8.08947, 0.63250], [-4.10266, 8.13949, -1.54597], [-2.85374, 8.74322, -1.87593], [-6.76556, 6.51700, 1.29779], [-5.05728, 6.22437, 1.65700], [-5.77804, 7.85105, 1.91292], [-2.02550, 8.07751, -1.62302], [-2.74398, 9.70584, -1.37114], [-2.84026, 8.91553, -2.95303], [-6.94521, 10.09342, 6.54820], [-8.13406, 10.40831, 5.82459], [-8.49747, 9.47456, 4.92974], [-7.91567, 8.44012, 4.70803], [-9.62202, 9.89338, 4.32410], [-10.12671, 8.99262, 3.34014], [-6.74660, 10.91297, 7.23971], [-7.07853, 9.17799, 7.12894], [-6.09394, 10.00079, 5.86972], [-10.38627, 8.03299, 3.79286], [-9.40188, 8.85637, 2.53423], [-11.03202, 9.43163, 2.91918], [-0.24462, -7.73945, -6.53399], [0.42431, -7.66669, -5.27692], [1.71537, -7.29705, -5.36016], [2.31362, -7.03658, -6.37574], [2.22089, -7.26901, -4.11660], [3.59655, -6.88906, -4.05088], [-1.27468, -8.04537, -6.34644], [-0.25781, -6.76158, -7.02092], [0.22557, -8.48570, -7.17845], [3.73564, -5.87847, -4.43822], [4.21988, -7.60138, -4.59599], [3.89704, -6.90049, -3.00309], [-2.69499, 9.20505, 7.62155], [-2.27668, 8.40402, 8.72400], [-3.23634, 8.18087, 9.64008], [-4.37271, 8.59127, 9.59648], [-2.71013, 7.42020, 10.61496], [-3.62191, 7.10112, 11.66444], [-1.84449, 9.32051, 6.94877], [-3.50388, 8.71514, 7.07448], [-3.00289, 10.19670, 7.96118], [-4.46769, 6.52721, 11.27916], [-3.96664, 8.00884, 12.16489], [-3.09079, 6.48649, 12.39224], [7.35050, -9.02638, -1.38708], [7.79093, -9.80996, -0.27873], [6.84947, -10.01762, 0.65643], [5.71419, -9.60645, 0.62417], [7.39162, -10.76278, 1.63507], [6.49759, -11.06343, 2.70484], [8.18791, -8.92194, -2.07770], [6.53213, -9.52540, -1.91122], [7.04835, -8.02931, -1.05869], [5.64494, -11.64275, 2.34352], [6.16205, -10.14714, 3.19595], [7.04046, -11.66648, 3.43368]],
  "mulliken_charge": [-0.89, -0.49, -0.43, -0.36, -0.86, -0.35, 0.09, -0.89, -0.42, -0.65, -0.80, -0.19, -0.70, -0.70, -0.42, -0.49, -0.83, -0.50, -0.56, 0.27, -0.20, -0.50, -0.43, -0.43, -0.07, 0.00, -0.63, 0.52, -0.71, 0.51, -0.42, -0.33, 0.68, -0.79, -0.53, 0.22, 0.29, 0.26, 0.30, 0.28, 0.34, 0.30, 0.31, 0.43, 0.42, 0.44, 0.33, 0.34, 0.29, 0.14, 0.35, 0.32, 0.23, 0.41, 0.26, 0.07, 0.38, 0.31, 0.39, 0.15, 0.30, 0.26, 0.37, 0.22, 0.32, 0.34, 0.44, 0.23, 0.19, 0.32, 0.27, 0.39, 0.29, 0.31, 0.37, -0.05, 0.27, 0.33, 0.28, 0.29, 0.23, -0.46, -0.32, 0.87, -0.56, -0.33, -0.64, 0.23, 0.11, 0.30, 0.29, 0.32, 0.20, -0.51, -0.29, 0.72, -0.55, -0.25, -0.67, 0.22, 0.18, 0.29, 0.29, 0.34, 0.20, -0.61, -0.33, 0.78, -0.54, -0.33, -0.58, 0.26, 0.31, 0.28, 0.29, 0.25, 0.22, -0.64, -0.32, 0.73, -0.55, -0.27, -0.34, 0.22, 0.29, 0.29, 0.12, 0.31, 0.12, -0.61, -0.31, 0.78, -0.54, -0.31, -0.61, 0.25, 0.27, 0.28, 0.29, 0.29, 0.22, -0.37, -0.33, 0.80, -0.55, -0.33, -0.61, 0.25, 0.29, 0.06, 0.29, 0.29, 0.22]
}